1.
ORCA calculation (ωB97M-V/def2-TZVPD) on a cluster of 2 separate species, C4H10BrP in total.

Element x y z (Å)
C (0.2624, 1.4470, -0.5860)
C (-0.8424, 0.7118, -0.8806)
C (-1.7895, 0.1725, 0.1164)
C (-1.4767, -1.3297, 0.3426)
H (0.9453, 1.8530, -1.2926)
H (0.4220, 1.6586, 0.4905)
H (-0.9348, 0.3500, -1.8862)
H (-1.6696, 0.7673, 1.0147)
H (-2.8158, 0.3030, -0.2610)
H (-2.3564, -1.8390, 0.2679)
H (-0.8828, -1.7501, -0.5036)
H (-0.9851, -1.3896, 1.2912)
P (2.3800, -0.4881, 0.7068)
Br (3.3322, 1.3236, -0.1381)
H (3.4724, -0.5023, 1.6356)
H (2.9386, -1.2880, -0.3177)

SMILES: C=CCC.PBr

***

2.
ORCA calculation (ωB97M-V/def2-TZVPD) on a structure of composition C57H73Cl3N7O3SeSi2Ti.

Element x y z (Å)
Ti (0.1783, -1.0547, 0.7676)
C (5.9986, 0.5274, 4.5395)
C (4.8688, 0.0836, 5.4831)
C (5.4602, -0.9162, 6.4806)
C (4.3619, 1.3050, 6.2649)
C (3.7098, -0.5167, 4.6786)
C (3.1992, 0.1883, 3.5843)
C (2.1511, -0.3414, 2.8484)
N (1.5902, 0.1178, 1.6511)
C (2.1041, 1.1292, 0.8359)
C (2.7523, 2.3118, 1.1581)
C (3.2442, 3.1499, 0.1511)
C (3.1283, 2.7261, -1.1659)
C (2.4501, 1.5549, -1.5350)
C (1.8376, 0.8321, -0.5130)
O (1.0201, -0.2092, -0.6818)
C (2.4545, 1.0335, -2.9813)
C (3.2084, 1.9732, -3.9226)
C (1.0331, 0.8662, -3.5369)
C (3.1631, -0.3305, -2.9855)
C (3.9200, 4.4700, 0.5392)
C (2.9493, 5.3238, 1.3679)
C (5.1728, 4.1780, 1.3791)
C (4.3415, 5.2863, -0.6852)
C (1.5920, -1.5741, 3.1944)
O (0.6255, -1.9618, 2.3509)
C (2.0813, -2.3054, 4.2688)
C (3.1381, -1.7408, 4.9992)
C (1.5034, -3.6892, 4.6078)
C (1.7418, -4.6464, 3.4280)
C (-0.0094, -3.5769, 4.8706)
C (2.1509, -4.2922, 5.8559)
H (6.8673, 0.8592, 5.1206)
H (5.6916, 1.3571, 3.8969)
H (6.3062, -0.3000, 3.8936)
H (6.3186, -0.4630, 6.9861)
H (5.8009, -1.8241, 5.9754)
H (4.7339, -1.1991, 7.2476)
H (5.1755, 1.7608, 6.8436)
H (3.5650, 1.0128, 6.9547)
H (3.9573, 2.0603, 5.5849)
H (3.6399, 1.1313, 3.2870)
H (2.8389, 2.5965, 2.2003)
H (3.5736, 3.3279, -1.9469)
H (2.7474, 2.9662, -3.9576)
H (3.1885, 1.5558, -4.9341)
H (4.2548, 2.0845, -3.6253)
H (0.5318, 1.8379, -3.6054)
H (0.4408, 0.2115, -2.8996)
H (1.0744, 0.4289, -4.5420)
H (4.1886, -0.2242, -2.6195)
H (3.1983, -0.7366, -4.0057)
H (2.6505, -1.0494, -2.3412)
H (2.6733, 4.8286, 2.3015)
H (2.0288, 5.5141, 0.8047)
H (3.4049, 6.2897, 1.6173)
H (4.9173, 3.6435, 2.2979)
H (5.6799, 5.1103, 1.6560)
H (5.8727, 3.5553, 0.8140)
H (3.4955, 5.4591, -1.3583)
H (5.1311, 4.7815, -1.2495)
H (4.7246, 6.2595, -0.3642)
H (3.5310, -2.2942, 5.8411)
H (1.2626, -4.2856, 2.5168)
H (1.3388, -5.6412, 3.6651)
H (2.8126, -4.7453, 3.2250)
H (-0.5221, -3.2055, 3.9827)
H (-0.2074, -2.8795, 5.6924)
H (-0.4182, -4.5624, 5.1339)
H (3.2220, -4.4663, 5.7109)
H (1.6806, -5.2585, 6.0678)
H (2.0173, -3.6505, 6.7339)
C (-6.6488, 5.7909, -9.9274)
O (-6.9224, 4.4942, -9.4161)
C (-6.1410, 4.0497, -8.4057)
C (-5.0577, 4.7494, -7.8866)
C (-4.3346, 4.2088, -6.8302)
C (-4.6696, 2.9798, -6.2816)
C (-5.7464, 2.2855, -6.8279)
C (-6.4765, 2.8092, -7.8777)
C (-3.9136, 2.4740, -5.1181)
N (-3.0682, 3.1732, -4.4044)
C (-2.6525, 2.3211, -3.4007)
C (-3.2535, 1.1076, -3.5125)
N (-4.0654, 1.2131, -4.6195)
C (-2.9521, -0.0088, -2.6702)
C (-3.5020, -1.2784, -2.8840)
C (-3.0322, -2.3182, -2.1558)
C (-2.0295, -2.0598, -1.2236)
N (-1.5674, -0.8590, -0.9132)
C (-2.0308, 0.1859, -1.6294)
C (-1.5420, 1.5535, -1.3705)
N (-0.8723, 1.7884, -0.2475)
C (-0.3333, 2.9705, -0.0493)
C (-0.4303, 4.0250, -0.9652)
C (-1.1876, 3.8356, -2.0825)
C (-1.7802, 2.5834, -2.2925)
H (-7.4048, 5.9870, -10.6808)
H (-5.6613, 5.8391, -10.3910)
H (-6.7150, 6.5496, -9.1451)
H (-4.7631, 5.7070, -8.2923)
H (-3.4946, 4.7455, -6.4055)
H (-6.0424, 1.3231, -6.4212)
H (-7.3197, 2.2765, -8.3018)
H (-4.6260, 0.4866, -5.0215)
H (-4.2590, -1.4305, -3.6458)
H (-3.3733, -3.3328, -2.3134)
H (-1.5649, -2.8826, -0.7222)
H (0.1984, 3.1032, 0.8852)
H (0.0646, 4.9674, -0.7680)
H (-1.3510, 4.6208, -2.8110)
C (-0.4895, -5.5212, -1.3683)
Si (0.8518, -4.3141, -1.9243)
C (0.2614, -3.3239, -3.4125)
C (2.2443, -5.4046, -2.5547)
Se (1.6296, -3.1029, -0.2134)
H (-0.6624, -6.3117, -2.1139)
H (-1.4510, -5.0400, -1.1622)
H (-0.1499, -5.9851, -0.4368)
H (0.4305, -3.8867, -4.3407)
H (0.8277, -2.3878, -3.4681)
H (-0.8032, -3.0656, -3.3615)
H (1.8572, -6.1688, -3.2448)
H (2.7417, -5.9077, -1.7176)
H (2.9950, -4.8065, -3.0850)
N (-1.5414, -2.6285, 1.4350)
C (-2.4207, -2.9299, 2.1178)
N (-3.4326, -3.2901, 2.8914)
C (-4.6224, -3.8998, 2.2640)
C (-5.8673, -3.2146, 2.8081)
C (-5.9962, -3.4515, 4.3251)
C (-4.6107, -3.5749, 4.9911)
C (-3.5706, -2.7440, 4.2594)
H (-4.6481, -4.9696, 2.4864)
H (-4.5433, -3.7855, 1.1859)
H (-6.7485, -3.5796, 2.2779)
H (-5.7806, -2.1455, 2.5996)
H (-6.5716, -4.3611, 4.5110)
H (-6.5520, -2.6249, 4.7737)
H (-4.2830, -4.6181, 4.9917)
H (-4.6534, -3.2540, 6.0325)
H (-2.6021, -2.7851, 4.7464)
H (-3.8660, -1.6936, 4.2152)
Cl (-1.4443, -0.2437, 4.1671)
Si (-1.4082, 0.5178, 2.1270)
Cl (-1.5913, 2.5456, 2.6960)
Cl (-3.5168, 0.1739, 1.6280)

Total charge: -1

***

3.
ORCA calculation (ωB97M-V/def2-TZVPD) on an isolated molecule of C5H4N4O2.

Element x y z (Å)
O (1.9852, -0.6528, 1.4463)
C (0.9824, -0.4071, 0.9760)
N (-0.2552, -0.6112, 1.5882)
C (-1.4661, -0.4244, 0.9434)
O (-2.4787, -0.8201, 1.6121)
N (-1.5958, 0.1212, -0.3453)
C (-0.3417, 0.3885, -0.8784)
C (-0.2811, 1.0010, -2.1400)
C (1.1537, 1.0265, -2.2154)
N (1.8067, 0.5603, -1.2503)
N (0.8084, 0.1235, -0.4140)
H (-0.2345, -1.2759, 2.1811)
H (-2.3809, -0.5774, 2.3803)
H (-0.7263, 1.2443, -2.8832)
H (1.6578, 1.5288, -3.3095)

SMILES: O=c1[nH]c(O)nc2ccnn12

***

The evaluated energy above the lowest of the compared OMol25 structures with the same formula, charge and spin for the records listed, in turn: 1.158 0.870 4.571 eV.